# 1
45
Properties=species:S:1:pos:R:3 method="wB97M-V/def2-TZVPD" relative_energy_kj_mol=382.1 total_charge=-1 fmax_ev_per_a=3.5 gap_ev="6.40 / 6.40" homo_ev="-3.50 / -3.50"
Bi 0.2452 0.4128 -1.1604
Si 1.4297 -0.1960 1.9089
N 2.0815 1.1886 -0.9417
N -0.1252 -0.0515 1.0017
C -0.8499 -1.9064 -2.5475
C -1.4181 0.0604 1.3683
C 1.2357 -1.2659 -3.3268
C -2.5002 0.0397 0.4156
C 0.8200 2.7033 -3.7437
C 1.6616 1.3780 2.8786
C 1.1372 -1.7125 2.9434
C -4.0702 0.2419 2.2343
C -1.3476 1.8324 -2.4361
C -3.8178 0.1222 0.8588
C -1.6933 0.2402 2.7394
C 1.4274 -1.9916 -2.1073
C 3.0332 -0.5397 1.0251
C -3.0190 0.3006 3.1575
C -0.1898 2.1896 -3.0426
C -0.1660 -1.2081 -3.5923
C 0.1337 -2.3874 -1.6186
H 2.3677 -2.2141 -1.6502
H -2.0426 1.1400 -2.9278
H 0.2341 -1.6355 3.5562
H 3.3518 0.3085 0.3841
H -0.0533 -2.9542 -0.7351
H 2.7686 1.8537 -1.2135
H -3.1585 0.3876 4.2310
H 3.0189 -1.4244 0.3861
H 2.0084 -0.8362 -3.9282
H -0.6178 -0.7076 -4.4209
H 2.5300 1.2011 3.5317
H -0.8189 0.2778 3.3996
H 1.8835 2.2117 2.1989
H -4.6344 0.0804 0.1299
H 0.6766 3.5044 -4.4756
H 0.7891 1.6260 3.4962
H 3.7725 -0.6964 1.8236
H -2.3225 -0.0620 -0.6708
H 2.0193 -1.8253 3.5847
H -1.7114 2.2776 -1.4911
H -1.9015 -2.0370 -2.4657
H 1.8597 2.3735 -3.6423
H 1.0529 -2.5918 2.2925
H -5.0806 0.2916 2.5921



# 2
60
Properties=species:S:1:pos:R:3 method="wB97M-V/def2-TZVPD" relative_energy_kj_mol=0.0 total_charge=+1 fmax_ev_per_a=2.5 gap_ev=8.97 homo_ev=-11.24
Cl -0.0600 8.5110 -2.6764
O -5.1785 -4.2970 -0.4545
O 3.5803 1.0935 0.2396
O 0.4646 0.9309 -2.6420
O 3.3700 0.0757 2.7834
O -0.0856 -3.8259 2.3050
N 0.5782 -2.0053 -1.3818
N 2.1388 -1.3391 0.0091
N -3.2662 -3.7897 0.5181
N -2.0975 -4.6190 2.8959
N 2.9808 1.3950 2.3779
C 1.1437 4.3670 -1.1716
C 0.0168 -1.9582 -0.1164
C -1.8019 -3.6413 0.6340
C -1.7290 -5.0297 4.2520
C 0.0667 6.5261 -0.8093
C -3.2489 -4.8728 -1.7086
C 0.3288 2.0812 -0.4988
C 2.3678 3.1306 0.6384
C 0.3916 6.9242 -2.1068
C 3.0592 1.8360 1.0663
C 0.9942 -1.5547 0.7518
C 1.4619 4.7775 -2.4781
C -0.3810 1.7379 -1.8148
C -1.4364 -2.1964 0.2302
C 0.4324 5.2574 -0.3456
C -1.2582 -4.0416 2.0254
C 1.5654 2.9922 -0.6793
C 1.8663 -1.6161 -1.2819
C 1.0839 6.0436 -2.9413
C -3.9623 -4.3000 -0.4990
H 1.7075 3.4621 1.4436
H -1.1398 -4.2461 4.7337
H -1.3156 -4.3212 -0.0651
H -2.0288 -1.9106 -0.6412
H 0.6238 1.1451 -0.0202
H -1.7186 -1.5197 1.0397
H 4.3201 0.0304 3.0197
H -0.4755 7.2115 -0.1644
H 2.5353 -1.4221 -2.1152
H -2.6237 -5.2171 4.8488
H -3.0362 -4.8165 2.5870
H -1.2953 1.1792 -1.5895
H 2.9699 -0.8418 0.3466
H 3.1410 3.8942 0.5095
H -2.6650 -5.7420 -1.4122
H -2.6098 -4.1154 -2.1546
H -3.9967 -5.1826 -2.4391
H 2.4385 1.9698 3.0244
H 0.0698 -2.1353 -2.2481
H 0.1569 4.9778 0.6658
H -0.3885 2.5711 0.1671
H 1.3353 6.3584 -3.9500
H -0.6771 2.6488 -2.3463
H 2.0138 4.1233 -3.1457
H 0.8826 -1.3998 1.8207
H -1.1294 -5.9415 4.2155
H -3.8459 -3.3889 1.2418
H 1.1381 1.4938 -3.0657
H 2.2277 2.5422 -1.4271



# 3
20
Properties=species:S:1:pos:R:3 method="wB97M-V/def2-TZVPD" relative_energy_kj_mol=296.7 fmax_ev_per_a=5.7 smiles="NCC[C@@H](N)C=O.O" gap_ev=10.21 homo_ev=-9.52
O -3.3472 -1.0335 0.5931
O 2.3394 -0.9192 2.3215
N 1.6795 -0.5356 -1.7084
N -0.6001 0.5777 1.3595
C 0.9186 0.6717 -1.2783
C -0.9670 -0.3273 0.1503
C -0.5789 0.1938 -1.2663
C -2.4742 -0.2787 0.2512
H 1.3771 -1.3323 -1.1341
H 2.7315 -0.4136 -1.6207
H -0.7830 -0.4930 -2.0198
H -0.5303 -1.2393 0.3398
H -0.5426 1.4908 1.0350
H 1.3307 1.0673 -0.4267
H -1.2364 1.0098 -1.5367
H 2.3085 -0.2744 2.9847
H -1.3846 0.4444 2.0801
H 1.0546 1.3325 -2.1984
H -2.7558 0.7820 0.1575
H 1.4601 -0.7232 1.9164



# 4
53
Properties=species:S:1:pos:R:3 method="wB97M-V/def2-TZVPD" total_charge=+1 fmax_ev_per_a=1.6 gap_ev=7.58 homo_ev=-12.72
Cl 2.6550 0.3908 -3.7564
S -3.1017 5.1942 -2.9189
S 0.7802 1.3764 4.8958
P -0.5039 -1.0520 -3.0667
O -2.1028 6.1782 -3.1142
O -0.5923 -0.0467 -4.3160
O -3.1872 4.2672 -4.2330
O -2.5210 4.0767 -1.9160
O 2.1148 1.0751 5.2667
O 0.4383 1.8489 3.6028
O -0.4496 -0.3272 -1.7920
O -1.8142 -1.9488 -3.1530
O 0.1628 2.3645 5.9950
O -0.1372 0.0973 5.2246
O -4.4206 5.5199 -2.5217
O 1.4951 -4.8708 -1.6535
O 0.9476 -3.9484 0.3256
N 3.7794 -0.4155 -1.5742
N -0.0271 -2.9222 0.3671
C -2.6794 2.7835 -2.5056
C 2.3247 -2.6672 -1.2270
C 0.9464 -2.1817 -3.2836
C -0.7826 0.2886 6.4921
C 1.5457 -3.9350 -0.8990
C 2.8317 -0.7253 -2.4485
C -2.5357 3.0176 -3.9936
C 2.0542 -1.8487 -2.3187
C -1.0091 1.7821 6.5802
C 0.4013 -1.7383 1.1344
C 3.3456 -2.3271 -0.3327
C 4.0658 -1.1960 -0.5248
C -0.5288 -1.3615 2.3225
H -0.8588 -0.3286 2.1731
H 4.8468 -0.9146 0.1745
H -1.4859 3.1187 -4.2800
H 1.2713 -2.2544 -4.3302
H -1.1306 2.1230 7.6049
H -3.6787 2.4174 -2.2572
H -1.3707 -2.0550 2.4086
H 0.2956 0.1780 -4.6233
H 0.0834 -1.3384 3.2276
H -0.1040 -0.0578 7.2744
H 0.3926 -0.8954 0.4264
H -1.7083 -0.2784 6.5398
H 3.5463 -2.9591 0.5276
H -2.9963 2.2295 -4.5843
H -1.8748 2.0903 5.9905
H -1.9341 2.0923 -2.1169
H -0.9014 -3.2954 0.7156
H 0.5723 -3.1838 -3.0383
H 4.3144 0.4412 -1.6905
H -2.2088 -2.0040 -2.2706
H 1.4343 -1.8739 1.4705



# 5
17
Properties=species:S:1:pos:R:3 method="wB97M-V/def2-TZVPD" relative_energy_kj_mol=546.4 fmax_ev_per_a=2.3 gap_ev=8.55 homo_ev=-8.48
O -0.9001 -1.6823 -0.4569
N 1.7178 -1.3650 0.0370
N 1.0932 -0.4409 -0.7613
C -1.5485 1.6998 1.0885
C -0.8295 0.6045 1.3040
C 1.0661 0.8004 -0.3856
C -0.3090 -1.1206 -1.4527
H -0.9726 -0.3353 0.6349
H 1.7772 1.1613 0.3479
H 0.1426 -1.7574 -2.2306
H -1.9288 1.9366 0.1003
H 1.3944 -1.3963 1.0026
H -1.6078 2.5086 1.8096
H -0.7940 -0.2417 -1.9155
H 0.6050 1.5025 -1.0626
H 1.5188 -2.2906 -0.3544
H -0.4249 0.4165 2.2948



# 6
89
Properties=species:S:1:pos:R:3 method="wB97M-V/def2-TZVPD" relative_energy_kj_mol=0.0 total_charge=+1 fmax_ev_per_a=1.2 gap_ev=6.75 homo_ev=-10.80
I -1.0117 -0.8075 -7.6038
Si 0.4946 -2.8481 3.8526
F 1.7254 -4.9047 -6.2612
O -2.4300 3.7936 -2.5100
N 1.1559 -0.5701 -3.1993
C 3.3419 -2.3985 3.3533
C -1.6432 5.3841 -0.9761
C 1.6587 -0.0161 -0.9177
C -2.8851 6.0435 0.9555
C -0.7337 -1.9948 4.9946
C 2.6850 1.1345 -0.8015
C -1.7426 -1.1642 4.5162
C 1.3029 -1.4778 -5.3502
C -0.6576 -2.1643 6.3737
C 3.8111 0.7918 0.1832
C -2.9359 1.6856 -4.7749
C -3.8054 4.4327 -0.5867
C -1.7462 6.1492 0.1709
C 3.4744 1.0816 1.6444
C -1.1017 0.9203 -3.4304
C -1.3632 0.1841 -5.7833
C -1.6091 0.9644 -0.1156
C -3.9005 5.2001 0.5577
C -0.3494 0.9164 -2.1974
C 2.7561 -0.0393 2.4187
C 1.3458 -3.6304 -6.6320
C 0.7636 0.1417 -2.1139
C -0.6959 1.7147 -0.9657
C 2.2147 -2.2570 4.3828
C -3.0202 2.4864 -2.5201
C 0.7311 -2.9145 -5.4351
C 3.2605 -1.4659 2.1294
C -2.3146 1.6740 -3.5734
C -1.5579 -1.5659 7.2257
C -2.6515 -0.5535 5.3633
C -0.6169 0.1462 -4.5471
C 0.5670 -0.6052 -4.3875
C 0.3767 -4.6976 4.2049
C 0.0664 -2.5585 2.0428
C -2.5683 -0.7671 6.7226
C -2.3144 0.2475 0.5150
C -2.4615 0.9537 -5.8596
C -2.6580 4.5264 -1.3558
H -4.0615 2.6033 -2.8175
H -0.5059 -5.1247 3.7380
H 0.1347 -2.7844 6.7751
H 0.1730 1.9207 -0.3559
H -3.2840 -0.2985 7.3793
H 2.8000 1.9406 1.6352
H -2.9660 6.6194 1.8628
H 2.2248 2.0843 -0.5423
H -1.5028 -1.6973 8.2965
H 4.2924 -2.1911 3.8442
H -1.7963 -1.0062 3.4458
H 2.1211 -1.2486 4.7819
H -3.4201 0.0734 4.9361
H 1.6736 -0.0116 2.2871
H -0.3515 -2.9194 -5.4699
H 4.2782 -1.3682 1.7479
H 2.3164 -1.6179 -4.9714
H -0.9226 6.7946 0.4299
H 2.2419 -3.1259 -6.9947
H -4.6133 3.7714 -0.8600
H -1.0870 2.6969 -1.1883
H 4.6606 1.4184 -0.0873
H 3.1295 1.2694 -1.7900
H 2.4787 -2.8880 5.2344
H 4.3426 1.3955 2.2168
H -0.8876 -3.0555 1.8591
H 0.3164 -4.8207 5.2844
H 1.0193 -0.0352 -0.0400
H 1.2862 -5.2077 3.8879
H -2.8191 -0.4006 1.1860
H 0.7810 -3.0255 1.3707
H -3.0288 1.0225 -6.7732
H 0.6378 -3.7114 -7.4546
H -4.7712 5.1413 1.1933
H 4.1308 -0.2316 -0.0020
H 1.9935 -1.1254 -3.0782
H 2.9169 0.1555 3.4762
H 2.2121 -0.9501 -0.9950
H 2.6974 -1.9037 1.3074
H 1.4502 -1.0269 -6.3225
H -0.0493 -1.4988 1.8268
H -3.8322 2.2682 -4.9082
H 1.0919 -3.4613 -4.5672
H -3.0362 2.0435 -1.5316
H -0.7603 5.4505 -1.5972
H 3.3711 -3.4231 2.9853